No. 1
Density functional theory data (the ωB97M-V functional and the def2-TZVPD basis) for a structure of composition C15H17BrN5O6S2SeTl.

Structure (XYZ):
```
48
Properties=species:S:1:pos:R:3:forces:R:3
Tl 0.141 -0.884 0.540 -0.7744 -0.0257 1.1216
Br 3.996 -1.721 0.276 0.5865 -0.1854 0.5215
C 2.822 -2.479 -0.964 0.3619 -0.7835 -0.0609
C 3.347 -2.855 -2.195 -0.1221 -0.1703 -0.1195
C 2.509 -3.509 -3.073 0.1116 -0.0006 0.2289
C 1.219 -3.809 -2.666 -0.1144 0.0206 0.0704
C 0.786 -3.347 -1.436 -0.2957 -0.5006 -0.3208
N 1.582 -2.695 -0.591 0.0705 0.0662 -0.0280
C -0.686 -3.550 -1.075 0.4294 -0.4165 -0.3985
O -1.217 -4.595 -1.445 -0.0867 -0.2321 -0.1536
O -1.249 -2.596 -0.479 -0.0222 1.0423 0.6653
H 4.355 -2.576 -2.456 -0.0192 0.0172 0.0284
H 2.848 -3.767 -4.067 0.0727 -0.0665 -0.0385
H 0.523 -4.350 -3.290 -0.0178 0.0197 0.0207
N -2.429 -0.773 1.162 -0.0059 -0.5912 0.0893
C -3.409 0.286 1.101 -0.3157 0.1404 -0.1084
C -3.426 0.954 -0.271 0.2851 0.2052 0.3510
C -2.229 1.876 -0.511 -0.3034 -0.0230 0.0474
N -0.998 1.116 -0.579 0.1221 -0.0690 -0.3459
H -2.617 -1.526 0.509 -0.1319 -0.1082 0.0151
H -2.365 -1.168 2.094 0.0425 -0.0101 -0.0074
H -3.153 1.024 1.866 -0.0280 0.0288 0.0115
H -4.429 -0.090 1.315 0.1469 0.1092 0.0603
H -4.351 1.534 -0.363 0.0113 -0.0412 -0.1061
H -3.423 0.172 -1.034 -0.1387 -0.0138 -0.1509
H -2.147 2.605 0.303 -0.0653 -0.0629 -0.0529
H -2.411 2.440 -1.445 0.0951 -0.0158 0.1705
H -0.181 1.713 -0.737 -0.3086 0.0152 -0.0699
H -0.989 0.496 -1.391 -0.1420 0.3600 -0.0452
O 1.346 1.646 -1.989 -0.0411 0.3240 -0.0648
S 1.684 0.270 -1.641 1.0629 0.9421 -1.5363
O 2.843 -0.217 -2.376 0.0266 0.2423 -0.0252
O 1.972 0.217 -0.150 -0.5071 -0.1298 0.0974
O 0.507 -0.630 -1.866 -0.1340 -0.0508 0.1460
Se -0.004 0.789 2.769 0.1334 -0.3143 0.0841
C 0.330 2.535 2.108 -0.0228 -0.3263 0.1286
C 1.446 2.821 1.329 -0.0703 0.1059 -0.0411
C 1.640 4.123 0.918 0.0733 0.0498 -0.0321
N 0.822 5.130 1.210 0.1107 0.5191 -0.1648
C -0.240 4.847 1.952 -0.1729 0.1149 0.1238
C -0.528 3.587 2.434 0.1082 -0.1425 -0.0710
H 2.120 2.040 1.015 0.0388 -0.0540 0.0292
H 2.504 4.385 0.322 0.0831 -0.0641 -0.1329
H -0.899 5.685 2.162 -0.0582 -0.0127 0.0808
H -1.398 3.402 3.049 -0.0832 0.0329 -0.0096
S -0.095 -2.869 2.409 -0.8207 0.0220 -0.6519
C 1.295 -2.817 3.289 0.2663 -0.0131 0.3271
N 2.235 -2.873 3.959 0.5636 0.0464 0.3172
```
Forces are in eV/Å.

Its HOMO-LUMO gap is 0.2558 hartree. The LUMO energy comes out at 4.542 eV. The relative energy (zero: lowest compared OMol25 entry of this formula, charge and spin) is 138.9 kJ/mol. Its charge is -2.

Atom charges from the Löwdin analysis, given in e for atoms 1 to 8:
1 Tl 0.637
2 Br 0.861
3 C -0.751
4 C -0.128
5 C -0.055
6 C -0.008
7 C -0.196
8 N 0.044

=====

No. 2
Density functional theory data (the ωB97M-V functional and the def2-TZVPD basis) for a structure of composition C15H17Cl2LiN5S5Sb.

Structure (XYZ):
```
46
Properties=species:S:1:pos:R:3:forces:R:3
Li -0.628 -0.976 0.761 -0.4420 0.0383 0.1067
S 1.709 -4.157 2.938 -0.0035 -0.0243 0.0098
Sb -0.454 -3.243 3.014 0.0438 -0.0756 0.0051
S -0.065 -0.860 3.055 0.0676 0.0075 -0.0273
S -1.165 -3.371 0.578 -0.0270 0.0364 -0.0136
S -3.169 -3.992 0.521 0.0970 -0.0094 0.0293
C -0.246 0.761 -4.735 0.0014 -0.0096 -0.0053
N 0.748 1.100 -3.745 0.0058 -0.0028 0.0168
C 2.005 1.620 -3.987 0.0239 0.0003 0.0065
C 2.628 1.719 -2.801 -0.0184 0.0373 -0.0169
N 1.749 1.267 -1.829 0.0210 0.0080 -0.0167
C 0.571 0.854 -2.410 -0.0890 -0.0858 -0.0404
S -0.795 0.158 -1.760 0.2283 0.0773 0.0080
C 2.088 1.181 -0.446 -0.0494 0.0239 0.0163
C 3.314 0.662 -0.082 -0.0355 -0.0330 0.0412
C 3.585 0.554 1.278 0.0370 0.0038 -0.0059
C 2.629 0.949 2.187 0.0050 0.0252 0.0242
C 1.437 1.478 1.705 0.0124 0.0275 -0.0507
N 1.176 1.624 0.409 0.0504 0.0324 0.0095
H 0.135 1.043 -5.715 -0.0016 -0.0023 0.0003
H -1.177 1.287 -4.526 -0.0007 -0.0011 0.0012
H -0.455 -0.309 -4.704 -0.0023 0.0007 -0.0004
H 2.336 1.880 -4.976 0.0019 -0.0001 0.0015
H 3.601 2.095 -2.547 0.0030 -0.0079 0.0094
H 3.993 0.269 -0.826 -0.0077 0.0088 -0.0198
H 4.508 0.097 1.610 -0.0052 -0.0070 0.0026
H 2.747 0.793 3.249 0.0078 -0.0073 -0.0060
H 0.652 1.776 2.388 0.0166 -0.0049 0.0149
Cl 3.194 -4.719 -1.507 0.0129 -0.0032 -0.0018
C 1.913 -3.942 -0.516 -0.0097 -0.0106 0.0093
Cl 2.088 -2.180 -0.526 0.0633 -0.0016 -0.0745
H 2.001 -4.266 0.525 -0.0067 -0.0153 0.0018
H 0.950 -4.186 -0.946 -0.0075 -0.0094 0.0121
N -1.827 2.413 0.832 -0.0055 -0.0047 0.0071
C -2.718 1.518 1.408 -0.0226 -0.0247 0.0365
C -3.706 1.966 2.293 0.0326 0.0139 -0.0193
C -4.585 1.041 2.817 -0.0378 0.0307 0.0390
C -4.483 -0.290 2.441 0.0224 -0.0461 -0.0262
C -3.475 -0.643 1.558 -0.0129 0.0832 -0.0036
N -2.606 0.240 1.056 0.0367 -0.0582 -0.0886
H -1.556 3.173 1.434 -0.0036 0.0077 -0.0015
H -1.031 1.970 0.385 0.0108 0.0109 -0.0041
H -3.763 3.016 2.555 0.0010 -0.0028 -0.0002
H -5.349 1.360 3.517 0.0018 -0.0012 -0.0017
H -5.144 -1.053 2.828 0.0003 -0.0002 0.0032
H -3.359 -1.678 1.240 -0.0161 -0.0253 0.0126
```
Forces are in eV/Å.

Its HOMO-LUMO gap is 0.1507 hartree. The LUMO energy comes out at 3.898 eV. The relative energy (zero: lowest compared OMol25 entry of this formula, charge and spin) is 83.0 kJ/mol. Its charge is -2.

Atom charges from the Löwdin analysis, given in e for atoms 1 to 8:
1 Li 0.229
2 S -0.452
3 Sb 0.139
4 S -0.351
5 S -0.417
6 S -0.371
7 C -0.067
8 N -0.143

=====

No. 3
Density functional theory data (the ωB97M-V functional and the def2-TZVPD basis) for the ion C15H17Cl2N3O7P with charge +1.

Structure (XYZ):
```
45
Properties=species:S:1:pos:R:3:forces:R:3
N 1.101 -0.662 3.320 0.6439 -0.4936 -1.0744
C 1.085 -1.658 2.234 0.4877 -1.0850 1.4451
N 1.233 -1.091 0.867 -0.5035 -0.2386 -0.1094
C 0.432 -1.270 -0.154 0.3412 0.6009 0.6869
C -0.850 -2.129 -0.100 -0.2735 -0.0785 0.3364
C -2.033 -1.645 -1.029 -0.9928 0.8596 -1.2516
O -2.086 -2.029 -2.174 0.5223 0.0157 0.9145
C -3.165 -0.730 -0.511 -1.7699 0.5972 2.4038
C -3.504 0.588 -1.026 -1.0604 -0.0362 0.6853
C -4.626 1.396 -0.516 0.2896 -2.6304 1.2181
C -5.476 0.852 0.567 2.5630 -0.8906 -1.5384
C -5.124 -0.462 1.115 0.6548 0.5346 -1.3037
C -3.999 -1.256 0.599 -0.5286 2.2430 -0.6560
C 1.134 -0.479 -1.325 1.4238 -0.5999 -1.9968
Cl 0.234 -0.115 -2.845 -0.2825 0.5254 1.5941
O 2.185 -1.457 -1.724 -1.7827 0.8882 1.9353
N 2.359 -1.561 -3.108 1.8824 -2.0419 -0.9584
O 3.080 -2.469 -3.277 -0.6304 1.0015 -0.5333
C 1.966 0.678 -0.626 0.4513 -1.7006 0.8538
C 3.301 1.162 -1.295 1.0502 -0.1108 -1.3072
C 4.232 1.965 -0.303 -0.1265 0.3111 0.1417
O 3.943 2.976 0.246 -0.2374 -0.7575 -0.1533
Cl 5.899 1.300 0.043 -1.0985 -0.0948 -0.5949
P 0.925 2.208 -0.277 -1.0997 4.4757 -1.0525
O 1.388 3.351 -1.119 0.0191 -2.0849 0.4692
O 0.955 2.684 1.307 -0.0876 -2.2104 -1.2490
O -0.680 1.990 -0.672 2.2072 -0.8245 1.1608
C 2.433 -0.220 0.627 -1.2653 2.1871 -0.2827
H 0.980 0.294 2.982 -0.1617 -0.2871 0.3561
H 2.000 -0.765 3.794 -0.4669 0.5453 -0.0200
H 1.984 -2.328 2.394 -0.9673 0.5783 -0.4078
H 0.192 -2.323 2.356 0.6624 0.8145 -0.7416
H -0.625 -3.196 -0.406 0.0541 1.1967 0.1091
H -1.269 -2.187 0.948 0.7929 0.2791 -0.9774
H -2.924 1.037 -1.862 -0.4027 -0.6029 0.7384
H -4.839 2.398 -0.959 0.2678 -1.0870 0.4364
H -6.337 1.464 0.914 0.7908 -0.7920 -0.1035
H -5.765 -0.882 1.931 0.7805 0.3714 -0.8920
H -3.810 -2.261 1.054 -0.1552 1.0414 -0.5402
H 3.940 0.321 -1.692 -0.9947 0.5707 0.6394
H 3.119 1.829 -2.189 0.0024 -0.4334 1.1819
H 1.873 2.673 1.648 -0.4109 0.4294 -0.3073
H -0.717 2.243 -1.620 -0.0045 0.0395 0.5866
H 2.474 0.556 1.438 0.5314 -1.4975 -0.2146
H 3.381 -0.788 0.425 -1.1155 0.4721 0.3732
```
Forces are in eV/Å.

Its HOMO-LUMO gap is 0.2529 hartree. The LUMO energy comes out at -5.113 eV. Its charge is +1. As for the SMILES: NC[N+]1=C(CC(=O)c2ccccc2)[C@](Cl)(ON=O)[C@@](CC(=O)Cl)(P(=O)(O)O)C1.

Atom charges from the Löwdin analysis, given in e for atoms 1 to 8:
1 N 0.052
2 C -0.167
3 N 0.015
4 C -0.013
5 C 0.019
6 C -0.355
7 O 0.093
8 C -0.134